Formula: C2H5N3OS2
Source: the OMol25 dataset
Level of theory: ωB97M-V/def2-TZVPD

ORCA input file:
```
! wB97M-V def2-TZVPD RIJCOSX def2/J DEFGRID3
* xyz 0 1
C -0.145 1.069 1.163
C 0.519 -1.051 -0.022
H 1.341 1.573 2.795
H 1.267 -0.114 2.156
H 1.890 -2.244 0.743
H 1.075 -2.479 -1.506
H -0.143 0.248 -2.720
N 0.788 0.746 2.137
N 1.161 -1.455 1.016
N 0.630 -1.604 -1.296
O -0.261 0.021 0.087
S -0.995 2.365 1.169
S -0.482 -1.182 -2.545
*
```

## Properties
Kohn-Sham gap: 9.30 eV
LUMO: 0.0145 Ha
relative energy (zero: lowest compared OMol25 entry of this formula, charge and spin): 48.6 kcal per mole
SMILES string: [H]/N=C(\NS)OC(N)=S